[1]
Molecular formula: C23H19N6O4SW
Method: DFT, wB97M-V/def2-TZVPD

Geometry (Å):
W1 0.43330 -0.08390 -0.17490
O1 -2.11190 -2.78740 -2.19100
C1 -1.11510 -2.18170 -1.61620
O2 -1.21070 -1.00040 -1.09600
C2 0.18600 -2.79100 -1.51060
C3 0.63720 -4.04270 -1.96460
C4 1.92710 -4.43470 -1.65560
C5 2.72780 -3.62270 -0.82900
C6 2.22830 -2.40520 -0.41360
N1 1.01230 -1.94770 -0.80360
C7 2.87940 -1.45360 0.59370
O3 3.96580 -1.60360 1.05450
O4 2.02470 -0.47720 0.90250
H1 -2.96860 -2.31860 -2.16340
H2 -0.02800 -4.67660 -2.53320
H3 2.31240 -5.38130 -2.00840
H4 3.70970 -3.93710 -0.50270
C8 -0.54600 2.37950 -3.73890
C9 -0.37090 3.67950 -3.25920
C10 -0.15680 3.85860 -1.90750
C11 -0.11870 2.74880 -1.05980
N2 -0.23930 1.46760 -1.53390
C12 -0.45400 1.32030 -2.86100
C13 0.01110 2.82310 0.38580
C14 -0.02790 3.97560 1.16560
C15 -0.01850 3.85850 2.54940
C16 -0.02980 2.59270 3.12880
C17 0.01040 1.46790 2.31170
N3 0.08160 1.58050 0.95220
C18 -0.11160 0.07400 2.73460
C19 -0.00680 -0.36010 4.05540
C20 -0.16580 -1.70300 4.34620
C21 -0.45190 -2.58100 3.30280
C22 -0.52340 -2.09430 2.01190
N4 -0.34990 -0.79480 1.70350
H5 -0.74730 2.20830 -4.78380
H6 -0.41150 4.52800 -3.92500
H7 -0.03170 4.84790 -1.49850
H8 -0.56550 0.29770 -3.21900
H9 -0.09710 4.95020 0.71060
H10 -0.04430 4.74140 3.17100
H11 -0.10270 2.50000 4.20010
H12 0.22370 0.34640 4.83690
H13 -0.06660 -2.06040 5.35940
H14 -0.60520 -3.62960 3.49830
H15 -0.73330 -2.77280 1.18830
N5 3.04550 0.93450 -3.95350
C23 3.26570 1.46690 -2.76270
N6 4.02850 2.52820 -2.61080
S1 2.64740 0.74540 -1.30240
H16 3.54470 1.26670 -4.77100
H17 2.56960 0.05070 -4.05070
H18 4.56170 2.93990 -3.36790
H19 4.22720 2.86630 -1.67860

Values from the calculation:
HOMO-LUMO gap (spin up / spin down): 6.77 / 6.81 eV
<S²>: 2.026
charge: +3
HOMO level (spin up / spin down): -0.6177 / -0.6445 hartree
2S+1: 3

***

[2]
Molecular formula: C23H20Cl2EuN4O2
Method: DFT, wB97M-V/def2-TZVPD

Geometry (Å):
Eu1 -0.35465 -0.37101 -0.06723
O1 0.43904 -0.62875 1.82652
C1 1.45851 -1.31075 2.34045
C2 2.10877 -0.81268 3.48276
C3 3.18226 -1.45982 4.06223
C4 3.63297 -2.67685 3.53936
C5 3.00177 -3.20906 2.44214
C6 1.92834 -2.55042 1.79539
C7 1.36997 -3.16738 0.63018
N1 0.56190 -2.57527 -0.22808
C8 0.07204 -3.33465 -1.36152
C9 -1.45033 -3.24532 -1.39340
N2 -1.85812 -1.84978 -1.32072
C10 -3.03356 -1.55346 -1.85348
C11 -3.64381 -0.28412 -1.87689
C12 -4.87192 -0.14132 -2.57077
C13 -5.51613 1.06580 -2.64693
C14 -4.96886 2.22469 -2.02328
C15 -3.79155 2.13240 -1.33190
C16 -3.08566 0.90887 -1.22046
O2 -1.97606 0.86272 -0.55804
H1 1.71702 0.10606 3.90696
H2 3.66531 -1.02665 4.92993
H3 4.46493 -3.19301 4.00118
H4 3.34123 -4.15207 2.02860
H5 1.67193 -4.20426 0.45528
H6 0.38160 -4.38549 -1.32302
H7 0.47386 -2.89349 -2.28221
H8 -1.84835 -3.78033 -0.52247
H9 -1.83010 -3.72650 -2.30297
H10 -3.61056 -2.34618 -2.33583
H11 -5.28816 -1.01659 -3.05220
H12 -6.45278 1.14060 -3.18404
H13 -5.48559 3.17222 -2.09167
H14 -3.36476 2.99792 -0.84057
Cl1 4.59463 -1.84109 -0.48278
C17 3.84215 -0.29827 -0.11283
Cl2 2.30090 -0.09262 -1.03994
H15 4.50877 0.49656 -0.42297
H16 3.60561 -0.25503 0.94606
N3 1.76865 7.22322 0.42555
C18 1.43734 6.12610 0.34753
C19 1.04371 4.75234 0.23909
C20 0.59383 4.04552 1.34927
C21 0.27975 2.70704 1.19534
N4 0.39675 2.06021 0.03457
C22 0.77876 2.76151 -1.03573
C23 1.11710 4.09850 -0.98812
H17 0.49790 4.53338 2.30822
H18 -0.06861 2.11798 2.03574
H19 0.82389 2.22588 -1.97594
H20 1.43839 4.62266 -1.87636

Values from the calculation:
HOMO-LUMO gap (spin up / spin down): 5.04 / 7.06 eV
<S²>: 15.761
HOMO level (spin up / spin down): -0.2009 / -0.2750 hartree
2S+1: 8

***

[3]
Molecular formula: C23H20Cl2N4O4PdS
Method: DFT, wB97M-V/def2-TZVPD

Geometry (Å):
Pd1 0.21223 0.66925 -0.60515
O1 -1.37161 1.70748 -1.33463
C1 -1.68926 2.80875 -0.73123
C2 -3.05444 3.15401 -0.56040
C3 -3.42328 4.33433 0.03567
C4 -2.46956 5.25799 0.49605
C5 -1.14000 4.95910 0.33276
C6 -0.72492 3.75458 -0.26188
C7 0.68189 3.52471 -0.45366
N1 1.20073 2.43148 -0.88599
C8 2.65793 2.32306 -1.04319
C9 2.98220 0.84277 -1.18489
N2 2.19103 0.16290 -0.16079
C10 2.70773 -0.67334 0.63519
C11 2.03042 -1.31509 1.76083
C12 2.59123 -2.50123 2.24365
C13 2.00082 -3.21340 3.26660
C14 0.83267 -2.73141 3.84432
C15 0.27121 -1.54013 3.41815
C16 0.87644 -0.82700 2.39383
O2 0.43077 0.41380 1.99474
H1 -3.79303 2.44764 -0.91783
H2 -4.47763 4.55600 0.15571
H3 -2.77786 6.18310 0.96242
H4 -0.38064 5.65906 0.66698
H5 1.35015 4.36232 -0.23408
H6 3.14358 2.72607 -0.14848
H7 3.00775 2.88578 -1.90985
H8 4.05140 0.63719 -1.09598
H9 2.62332 0.49210 -2.15172
H10 3.75300 -0.96221 0.49436
H11 3.49424 -2.87396 1.77441
H12 2.44260 -4.13845 3.61064
H13 0.35388 -3.28215 4.64399
H14 -0.63174 -1.15971 3.87366
C17 -2.07784 -1.93857 -2.30186
C18 -2.18709 -1.86716 -0.81496
C19 -2.79925 -2.87696 -0.08119
C20 -2.90771 -2.71293 1.27916
N3 -2.44018 -1.62940 1.90265
C21 -1.86492 -0.72581 1.12729
S1 -1.24767 0.71979 2.02418
N4 -1.72265 -0.77417 -0.20152
H15 -3.06279 -2.11450 -2.73839
H16 -1.43303 -2.77256 -2.58316
H17 -1.66170 -1.01386 -2.69219
H18 -3.18628 -3.75804 -0.57366
H19 -3.37344 -3.46573 1.90453
Cl1 3.38794 -2.67425 -2.74220
C22 1.65215 -2.64449 -3.17367
Cl2 0.96854 -4.27723 -3.12117
C23 0.95035 -1.66552 -2.19854
O3 0.73602 -0.53009 -2.69398
O4 0.72695 -2.06497 -1.05163
H20 1.58937 -2.28889 -4.19393

Values from the calculation:
HOMO-LUMO gap: 7.18 eV
HOMO level: -0.2875 hartree

***

Number 1: E -1981.8817 hartree. Number 2: E -2888.6858 hartree. Number 3: E -2854.8577 hartree.